1.
The following is a DFT calculation (ωB97M-V/def2-TZVPD) of a cluster of 3 separate species, C10H25BBr5ClNO5P2S in total.

Properties
Orbital gap ... 7.1 eV
LUMO energy ... -0.177 Ha
Highest occupied orbital energy ... -11.94 eV
M ... 779.112 Da
Net charge ... +1

Element x y z (Å)
C -2.53460 3.59078 1.48519
N -2.06270 2.35458 0.77206
C -2.99187 1.25963 1.15410
B -0.69923 2.05577 1.19024
O -0.46362 1.84078 2.56913
P 0.83483 1.96902 0.01544
Cl 1.90314 3.72906 0.37323
C 2.00752 0.57270 0.34682
C 1.61388 -0.33316 1.55724
C 2.55952 -1.55749 1.65992
C 2.17613 -2.72291 0.71786
S 0.39038 -3.07774 0.65738
O -0.20108 -2.06396 -0.27277
O 0.07175 -4.43974 0.20454
O -0.26466 -2.76160 2.13854
P 0.44059 1.96059 -2.15337
O 0.73670 0.35870 -2.59853
Br -1.73214 2.27962 -2.57589
H -1.74429 4.01182 2.13018
H -2.81750 4.37558 0.76839
H -3.40441 3.36203 2.11803
H -2.60199 0.29407 0.77850
H -4.00377 1.40599 0.75566
H -3.05937 1.16878 2.25530
H 0.41708 2.19112 2.74707
H 3.00014 0.99907 0.58394
H 2.17014 -0.03063 -0.56516
H 0.54646 -0.58521 1.56330
H 1.77985 0.27205 2.46764
H 3.56411 -1.21219 1.34885
H 2.67067 -1.85441 2.71194
H 2.66529 -3.63390 1.11474
H 2.54396 -2.61424 -0.30983
H -1.17492 -2.49946 1.95809
H -0.11590 -0.04191 -2.80894
Br 2.78885 -6.35262 0.21973
C 4.72284 -6.32357 -0.00290
C 5.41639 -5.92056 1.27104
Br 5.27376 -3.99991 1.58109
H 4.93471 -5.65442 -0.83168
H 4.99714 -7.33942 -0.28124
H 6.48423 -6.12088 1.20584
H 5.01216 -6.41074 2.15164
Br -5.20831 2.53524 -3.40672
C -4.67760 4.40497 -3.56815
C -5.72970 5.21546 -4.27848
Br -5.69613 4.89283 -6.19767
H -3.71711 4.41925 -4.07594
H -4.55009 4.75547 -2.54479
H -5.53395 6.27994 -4.16300
H -6.73726 4.99580 -3.93760

=====

2.
The following is a DFT calculation (ωB97M-V/def2-TZVPD) of a cluster of 10 separate species, C10H25BCl18NO2P in total.

Properties
Orbital gap ... 8.2 eV
LUMO energy ... -0.016 Ha
Highest occupied orbital energy ... -8.68 eV
M ... 871.255 Da

Element x y z (Å)
C 2.70654 -2.03950 -0.29721
B 1.36006 -2.87476 0.25091
P -0.39218 -2.17061 -0.03890
N -1.24073 -2.13664 1.33885
O -1.24030 -3.22264 -1.14606
O -0.22590 -0.53984 -0.62214
H 3.12958 -2.48459 -1.29801
H 3.53572 -1.95028 0.53826
H 2.37703 -0.91787 -0.53695
H 1.55501 -3.88666 0.81624
H -2.10881 -2.73253 1.24387
H -1.42389 -2.78928 -2.03101
H -0.33019 0.09898 0.16872
Cl 4.34781 -2.57251 2.82795
C 3.11198 -1.66462 3.70740
Cl 1.59653 -1.60885 2.79877
H 2.93197 -2.14939 4.66999
H 3.46765 -0.64414 3.86898
Cl -2.27092 -6.21033 4.35043
C -2.86238 -4.58724 3.97532
Cl -4.07873 -4.63404 2.69327
H -3.30913 -4.15489 4.87391
H -2.02290 -3.96968 3.64685
Cl 1.93310 -1.32843 -3.22940
C 3.22039 -1.66897 -4.39210
Cl 4.51914 -0.47571 -4.27071
H 3.62938 -2.66175 -4.18941
H 2.80435 -1.64044 -5.40210
Cl -0.66456 2.56846 2.00554
C -0.80687 3.26507 0.38707
Cl 0.77617 3.40209 -0.38787
H -1.44664 2.62193 -0.22207
H -1.25174 4.26000 0.46575
Cl -6.66456 -5.04063 1.03281
C -6.80687 -4.34403 -0.58566
Cl -5.22383 -4.20701 -1.36059
H -7.44664 -4.98716 -1.19479
H -7.25174 -3.34909 -0.50698
Cl -3.49326 4.87107 0.61896
C -4.28564 3.81584 1.79521
Cl -5.89907 4.41392 2.20078
H -4.37439 2.81301 1.37044
H -3.68086 3.77920 2.70455
Cl 0.77150 1.31977 5.01323
C 2.26836 2.19032 4.65758
Cl 3.56270 1.70691 5.76045
H 2.57364 1.96887 3.63203
H 2.09058 3.26298 4.76618
Cl 2.88717 3.87461 -5.51009
C 4.18058 2.71362 -5.83277
Cl 3.76060 1.65254 -7.18298
H 5.09466 3.25894 -6.07989
H 4.34376 2.10539 -4.93978
Cl -0.83481 6.16275 -2.31723
C 0.45247 5.82221 -3.47993
Cl 1.75122 7.01546 -3.35854
H 0.86146 4.82942 -3.27725
H 0.03644 5.85074 -4.48993

=====

3.
The following is a DFT calculation (ωB97M-V/def2-TZVPD) of a structure of composition C10H25CuN4O3.

Properties
Orbital gap (alpha / beta) ... 8.7 / 6.8 eV
⟨S²⟩ ... 0.753
Multiplicity ... 2
LUMO energy (alpha / beta) ... -0.095 / -0.165 Ha
Highest occupied orbital energy (alpha / beta) ... -11.30 / -11.27 eV
M ... 312.881 Da
Net charge ... +1

Element x y z (Å)
Cu -0.06751 0.00061 -0.15698
N 1.72790 -1.05237 -0.41102
C 2.66193 -0.70608 0.67025
C 1.92973 -0.82332 1.99950
N 0.68062 -0.04281 1.99947
C 0.89641 1.37478 2.32935
C -0.18760 2.24873 1.71373
N -0.16558 2.08497 0.25094
C -0.34096 -0.66490 2.85965
C -1.04640 -1.80129 2.12726
N -1.52631 -1.28841 0.84259
H 1.49506 -2.04119 -0.38358
H 2.11499 -0.85411 -1.32743
H 3.00177 0.31776 0.50715
H 3.54130 -1.35255 0.68996
H 2.58736 -0.52423 2.82197
H 1.67205 -1.87236 2.15106
H 1.86487 1.67924 1.92704
H 0.92487 1.53219 3.41321
H -0.03659 3.28435 2.02348
H -1.16920 1.93517 2.06916
H 0.58754 2.63038 -0.15291
H -1.03795 2.38872 -0.17137
H -1.08379 0.08886 3.12395
H 0.10317 -1.03116 3.79091
H -1.84434 -2.19494 2.76017
H -0.34789 -2.61510 1.92904
H -2.31912 -0.66451 0.96063
H -1.83324 -2.02752 0.22030
C -0.36716 -0.51517 -4.32536
C -0.41346 0.74362 -3.47590
C -0.50884 2.00507 -4.30933
O 0.74581 0.78446 -2.63261
C -1.77241 0.61351 -2.60265
O -2.79150 0.85511 -3.21793
O -1.64713 0.19488 -1.39854
H 0.49999 -0.49352 -4.99107
H -1.27351 -0.57490 -4.92211
H -0.29825 -1.40074 -3.69073
H 0.35051 2.08958 -4.98099
H -0.55368 2.89394 -3.67136
H -1.41827 1.97753 -4.90131
H 1.09148 1.68187 -2.64651

=====

4.
The following is a DFT calculation (ωB97M-V/def2-TZVPD) of a cluster of 7 separate species, C10H25N8O14PSi in total.

Properties
Orbital gap ... 9.2 eV
LUMO energy ... -0.027 Ha
Highest occupied orbital energy ... -9.89 eV
M ... 540.412 Da

Element x y z (Å)
C 2.73020 -2.11374 -1.08474
C 1.51125 -1.93280 -0.59041
Si -0.38790 -1.64463 -0.32770
C -1.33642 -3.25513 -0.76745
N -2.58937 -3.04949 -1.58407
N -0.57448 -1.27312 1.44547
C -1.85370 -1.07825 1.69988
O -3.14001 -1.13667 1.70016
P -0.98379 0.10941 -1.56152
O -1.00674 -0.40772 -3.05292
H 3.65477 -2.19827 -1.78091
H -0.61166 -3.90479 -1.41284
H -1.62739 -3.77832 0.21451
H -2.88600 -2.05579 -1.61077
H -3.34547 -3.51613 -1.03061
H -2.36929 0.46311 -1.27529
H -0.10968 1.23639 -1.38163
C 3.65060 2.44922 -2.25997
N 2.92484 1.16078 -2.11269
O 2.06325 1.09491 -1.24251
O 3.24265 0.25866 -2.87446
H 3.26768 3.15523 -1.52387
H 4.70928 2.25193 -2.09054
H 3.47199 2.81253 -3.27178
C -3.16314 2.00115 2.99209
N -3.23512 3.35096 3.61109
O -3.35993 4.30805 2.85992
O -3.16337 3.40157 4.83178
H -3.23940 2.10579 1.91032
H -2.20507 1.56168 3.27119
H -3.99558 1.41537 3.38171
C 2.70077 3.35750 -6.93088
N 3.24694 3.57884 -5.56590
O 2.47760 4.01022 -4.71449
O 4.42820 3.31283 -5.39338
H 1.64715 3.63428 -6.93705
H 3.26865 3.98510 -7.61776
H 2.82332 2.30019 -7.16651
C 0.07037 2.29842 6.16345
N -0.14281 0.83554 6.32001
O -1.11447 0.34540 5.75737
O 0.67103 0.22822 7.00137
H -0.72373 2.70435 5.53732
H 0.04258 2.74361 7.15797
H 1.04339 2.44001 5.69283
C -1.15020 -2.71714 6.47883
N -1.28626 -3.94122 7.31181
O -0.87485 -4.99233 6.83783
O -1.80151 -3.80528 8.41310
H -0.67908 -2.98545 5.53377
H -2.15133 -2.32021 6.31155
H -0.53117 -2.01050 7.03097
C 0.25735 -2.27491 -5.41196
N 0.31487 -1.90722 -6.85150
O -0.74719 -1.82355 -7.45319
O 1.42611 -1.71468 -7.32927
H -0.78427 -2.41430 -5.12545
H 0.81914 -3.20081 -5.28654
H 0.70641 -1.45884 -4.84576

=====

5.
The following is a DFT calculation (ωB97M-V/def2-TZVPD) of a cluster of 2 separate species, C10H25O6P2 in total.

Properties
Orbital gap ... 4.8 eV
LUMO energy ... 0.075 Ha
Highest occupied orbital energy ... -2.75 eV
M ... 303.252 Da
Net charge ... -1

Element x y z (Å)
C -1.32615 4.70591 2.64712
C -1.71705 4.10270 1.32416
O -0.68910 3.29051 0.74011
P -0.59020 1.80837 1.36274
O 0.07208 1.82425 2.66142
C -2.19719 1.00568 1.26758
C -3.03187 0.95666 2.55628
P -2.62892 -0.48425 3.79274
O 0.32459 1.05812 0.26994
C 0.92450 -0.15411 0.83516
C 1.25950 -1.04673 -0.32973
H -0.42715 5.30080 2.55397
H -1.13936 3.93792 3.38344
H -2.14964 5.31833 2.99530
H -2.65614 3.56620 1.41164
H -1.88880 4.91822 0.62915
H -2.01350 -0.02363 0.96973
H -2.76977 1.46680 0.46603
H -4.05711 0.77988 2.23839
H -3.04791 1.90626 3.08341
H -3.96086 -1.10611 3.51140
H -3.28310 0.30590 4.87000
H -1.33985 0.10059 4.12507
H -2.05168 -1.30658 2.69325
H -2.36306 -1.59136 4.73783
H 0.19143 -0.65074 1.46125
H 1.80358 0.13998 1.38689
H 1.53543 -2.00902 0.07162
H 0.40139 -1.13352 -0.97715
H 2.06831 -0.61695 -0.90710
C 3.63347 -1.46085 -4.94036
C 3.33346 -2.74378 -4.20758
C 2.41232 -3.69745 -4.93283
O 1.80065 -4.40661 -3.85043
C 1.80713 -3.58164 -2.76299
O 1.21719 -3.78354 -1.75799
O 2.58633 -2.49390 -3.00865
H 4.25714 -0.80928 -4.32946
H 4.15508 -1.66671 -5.87547
H 2.71342 -0.91732 -5.15733
H 4.26389 -3.24374 -3.92154
H 2.93634 -4.38576 -5.59204
H 1.63119 -3.17945 -5.49499

=====

Q: Which formula does entry 5 have?
A: C10H25O6P2